# C23H41HoIP2

A molecular structure, C23H41HoIP2 in a non-equilibrium geometry (ωB97M-V/def2-TZVPD, OMol25).

```
68
Properties=species:S:1:pos:R:3:forces:R:3
Ho -2.017 0.230 -0.976 -0.9 2.0 1.0
I -4.067 -1.801 -1.400 0.2 0.0 0.1
P 0.458 -2.556 0.139 3.5 -1.8 0.0
P 0.553 -0.070 -1.426 2.7 -0.6 1.8
C 4.588 -0.868 2.466 -0.2 0.4 0.3
C -0.351 -1.709 -1.200 -0.9 -0.3 0.4
C -3.277 1.902 0.368 0.6 0.2 -0.9
C 2.255 -2.061 0.252 -0.1 0.6 -0.2
C -0.279 -2.671 1.759 -1.2 0.1 0.4
C -4.326 1.327 1.246 -0.5 -0.3 0.6
C -1.908 2.117 0.735 -0.5 0.5 -0.9
C 0.608 -4.252 -0.460 -0.3 -0.6 0.3
C 4.480 -1.952 1.427 0.2 -0.3 0.1
C -1.248 2.714 -0.382 -0.6 -0.4 0.0
C 1.919 -0.734 -2.533 -0.2 0.7 -0.9
C 3.151 -2.732 1.307 -0.1 -0.9 0.1
C 2.114 -0.310 2.837 -0.3 0.4 0.3
C -1.950 3.521 -2.740 0.2 0.4 -0.4
C 2.292 -0.562 0.283 -2.2 0.8 -1.5
C 0.146 3.245 -0.391 0.5 0.1 -0.1
C -3.449 2.312 -0.997 0.7 0.1 0.8
C -4.722 2.246 -1.767 -0.6 0.0 -0.3
C 3.607 -0.204 3.090 0.1 -0.2 0.2
C 1.664 0.149 1.430 0.6 0.1 0.4
C -2.191 2.822 -1.453 -0.1 -0.5 0.9
C -0.492 0.499 -2.955 -0.9 -0.4 -1.3
C -1.352 1.938 2.103 0.1 0.0 0.6
H 1.615 0.365 3.552 0.1 -0.4 0.0
H -0.444 -0.291 -3.717 0.0 0.3 -0.1
H 3.401 -3.753 0.958 -0.1 0.3 0.2
H -0.202 -4.845 -0.028 0.1 -0.2 -0.2
H 0.871 2.556 -0.864 -0.2 0.3 0.1
H 0.432 -3.088 2.492 -0.1 0.2 -0.5
H -4.626 2.731 -2.752 -0.1 -0.2 0.4
H 5.628 -0.613 2.714 -0.5 -0.1 0.1
H -1.589 0.787 -2.915 1.0 0.2 -0.9
H -1.449 0.902 2.460 0.1 0.2 0.1
H -1.929 4.616 -2.587 -0.1 -0.4 -0.1
H 5.262 -2.698 1.647 -0.2 0.3 -0.1
H -5.275 1.860 1.093 0.2 -0.2 0.1
H 0.524 -4.278 -1.550 0.1 0.0 0.2
H 1.632 -1.697 -2.983 0.0 0.4 0.0
H 0.553 0.098 1.388 0.1 -0.1 0.0
H -0.652 -1.708 2.135 0.2 -0.2 -0.1
H 3.161 -0.067 -0.155 -0.1 -0.3 0.2
H 2.879 -0.854 -2.013 -0.6 0.2 -0.1
H -0.286 -2.275 -2.147 0.0 -0.1 0.6
H 0.199 4.199 -0.935 0.0 -0.2 0.2
H -1.128 -3.368 1.682 0.2 0.2 0.1
H 3.863 0.467 3.928 0.1 -0.2 -0.7
H 0.038 1.400 -3.300 -0.3 -0.4 0.0
H -5.044 1.205 -1.936 -0.1 0.4 0.0
H -2.738 3.296 -3.465 0.2 0.1 0.0
H -0.988 3.248 -3.196 -0.2 0.1 0.1
H 2.058 0.009 -3.333 0.1 -0.4 0.0
H 1.745 -1.329 3.037 0.1 0.5 0.0
H -4.519 0.254 1.051 0.0 0.4 0.1
H -1.886 2.575 2.824 0.1 -0.2 -0.2
H -1.467 -1.821 -0.905 1.2 -0.3 -0.6
H -0.291 2.210 2.144 -0.3 -0.1 0.0
H -4.039 1.433 2.305 -0.2 -0.1 -0.4
H 2.662 -2.422 -0.717 -0.4 0.2 0.2
H -5.525 2.762 -1.217 0.2 -0.2 -0.2
H 1.882 1.228 1.331 -0.1 -0.3 0.0
H 1.572 -4.684 -0.150 -0.4 0.2 -0.1
H 2.642 -2.857 2.278 0.5 0.1 -0.3
H 4.748 -1.510 0.454 0.0 -0.3 0.1
H 0.502 3.416 0.633 -0.1 0.0 -0.3
```
Positions in Å, forces in eV/Å.

The value obtained for the relative energy (zero: lowest compared OMol25 entry of this formula, charge and spin) is 119.90 kJ/mol. As for the total charge: +1. As for the expectation value of S²: 6.008. For the total energy, the calculation gives -76985.2663 eV. As for the spin multiplicity: 5. As for the HOMO-LUMO gap (spin up / spin down): 5.934 / 6.128 eV.